This record from the Open Molecules 2025 dataset describes 2 unconnected molecules or ions with the total composition C6H9N2P. The level of theory is the ωB97M-V functional and the def2-TZVPD basis.

## Properties
- LUMO level: 0.624 eV
- HOMO energy: -0.3376 Ha
- SMILES: [H]/N=P/N.c1ccccc1
- Kohn-Sham gap: 9.8 eV
- Relative energy (zero: lowest compared OMol25 entry of this formula, charge and spin): 0.0 kJ/mol
- Maximum force: 0.0749 Eh/bohr

Last column: Löwdin charge in e.
Geometry (Å):
H: 2.797076 2.149436 -0.995583  -0.087
N: 2.654009 1.616661 -0.157297  -0.316
P: 2.121553 0.174203 -0.603781  0.752
N: 2.324449 -0.601448 0.866087  -0.218
H: 2.840862 -0.087532 1.522418  0.004
H: 1.646286 -1.246303 1.173839  0.000
C: -0.811681 1.195401 -0.317607  -0.153
C: -1.015203 0.425397 -1.458240  -0.119
C: -1.329070 -0.976692 -1.260514  -0.117
C: -1.544177 -1.449525 -0.007852  -0.143
C: -1.614207 -0.611001 1.115305  -0.109
C: -1.220610 0.699242 0.948038  -0.102
H: -0.384564 2.150329 -0.480869  0.081
H: -0.675896 0.542812 -2.450448  0.080
H: -1.222325 -1.768849 -2.024972  0.109
H: -1.731694 -2.558376 0.173414  0.122
H: -1.676719 -1.017487 2.117789  0.100
H: -1.158086 1.363738 1.840275  0.116

Cartesian forces (eV/Å) of the 6 atoms listed first:
0.1 0.7 -0.5
-0.3 -1.6 -0.6
0.9 1.3 1.5
-0.4 -0.2 -2.1
0.5 0.7 1.2
-0.5 -0.9 0.5